Here is a molecular structure, C31H31BBrCl5N5OS2SbTc from the OMol25 dataset. Energies are from ωB97M-V/def2-TZVPD.

Properties
2S+1: 4
LUMO (alpha / beta), eV: -0.48 / -1.49
Net charge: 0
HOMO-LUMO gap (alpha / beta), Eh: 0.260 / 0.240
Energy relative to the best compared isomer or geometry (same formula, charge and spin), kcal/mol: 15.0

Geometry as XYZ:
```
79
Properties=species:S:1:pos:R:3:forces:R:3
Tc 0.9602 0.6555 -0.1321 -0.5 -1.1 0.5
Cl -2.7711 6.7583 0.1601 0.0 0.0 0.0
C -2.2538 5.1273 0.0253 0.0 -0.1 0.0
C -0.9000 4.8231 -0.0461 0.0 0.1 0.0
Cl 0.2989 6.0540 0.0256 -0.1 0.0 0.0
C -0.5160 3.4991 -0.1658 0.2 0.0 0.0
Cl 1.1728 3.0614 -0.2892 0.1 0.8 0.0
C -1.4032 2.4266 -0.1872 0.2 -0.2 -0.1
O -1.0049 1.1827 -0.2591 0.2 0.0 0.0
C -2.7602 2.7567 -0.1264 -0.5 0.1 0.0
Cl -3.9016 1.4622 -0.1509 0.1 0.2 0.0
C -3.1804 4.0769 -0.0163 0.0 0.0 0.0
Cl -4.8577 4.4337 0.1000 0.1 0.0 0.0
C -0.6137 -2.7385 -2.7427 0.1 -0.1 0.0
N 0.8321 -2.7327 -2.5733 -0.1 -0.1 -0.1
C 1.7328 -3.1770 -3.5110 -0.1 0.0 0.1
C 2.9543 -3.0849 -2.9433 0.0 0.0 0.1
N 2.8034 -2.5908 -1.6645 0.1 0.0 0.0
B 4.1071 -2.4329 -0.7766 -0.2 0.0 0.0
N 3.8197 -1.9975 0.7021 0.4 0.0 0.0
C 4.0850 -2.8030 1.7878 -0.1 0.0 -0.1
C 4.1628 -2.0254 2.8891 0.0 0.1 0.0
N 3.9373 -0.7287 2.4705 0.1 0.0 0.1
C 4.0435 0.4585 3.3066 -0.1 0.0 0.0
C 3.7220 -0.7399 1.1419 -0.2 -0.1 0.0
S 3.3647 0.6570 0.1871 0.1 0.1 0.0
C 1.5059 -2.3663 -1.4608 0.0 0.0 -0.1
S 0.7262 -1.7273 -0.0384 0.2 0.3 0.1
H -0.8543 -2.4024 -3.7482 0.0 0.0 0.0
H -1.0566 -2.0611 -2.0173 0.0 0.0 0.0
H -1.0040 -3.7446 -2.5867 0.0 0.0 0.0
H 1.4229 -3.5080 -4.4863 0.0 0.0 0.0
H 3.9275 -3.3232 -3.3343 0.0 0.0 0.0
H 4.8064 -1.5999 -1.2969 0.0 0.0 0.0
H 4.6281 -3.5219 -0.7210 0.0 0.1 0.0
H 4.2059 -3.8655 1.6797 0.0 0.0 0.0
H 4.3650 -2.2668 3.9170 0.0 0.0 0.0
H 4.5402 0.1794 4.2317 0.0 0.0 0.0
H 3.0594 0.8646 3.5348 0.0 0.0 0.0
H 4.6256 1.2179 2.7918 0.0 0.0 0.0
C 0.4834 0.2046 2.0556 0.0 0.2 -0.6
C -0.1881 1.4031 2.5750 0.1 -0.1 0.2
C -1.5802 1.4380 2.7330 -0.1 0.0 0.0
C -2.2298 2.5827 3.1505 0.0 0.0 0.0
C -1.4999 3.7386 3.4267 -0.1 0.2 0.0
C -0.1108 3.7158 3.3157 0.1 0.0 0.0
C 0.5295 2.5630 2.9019 0.0 0.0 0.0
C -2.1714 4.9555 3.8078 0.1 -0.2 0.0
N -2.6975 5.9344 4.1028 0.0 0.0 0.0
H -0.1226 -0.6953 2.1106 0.0 0.0 0.2
H 1.4813 0.0420 2.4529 -0.1 -0.1 0.1
H -2.1515 0.5458 2.5030 0.0 0.0 0.0
H -3.3076 2.5928 3.2573 0.0 0.0 0.0
H 0.4554 4.6093 3.5475 0.0 0.0 0.0
H 1.6097 2.5629 2.8014 0.0 0.0 0.0
C -4.0612 -1.9678 -1.3606 0.0 0.0 0.0
Sb -2.9972 -1.7946 0.5067 -0.1 -0.2 0.2
C -2.9780 -3.9249 0.8627 0.1 0.0 0.0
C -4.7981 -1.5574 1.6704 0.0 0.0 -0.1
H -4.9260 -2.6156 -1.2126 0.0 0.0 0.0
H -3.4198 -2.3961 -2.1322 0.0 0.0 0.0
H -4.4004 -0.9874 -1.6938 0.0 0.0 0.0
H -3.8927 -4.3808 0.4823 0.0 0.0 0.0
H -2.9183 -4.0971 1.9383 0.0 0.0 0.0
H -2.1138 -4.3969 0.3932 0.0 0.0 0.0
H -5.5273 -2.2984 1.3400 0.0 0.0 0.0
H -5.2186 -0.5595 1.5477 0.0 0.0 0.0
H -4.5768 -1.7213 2.7255 0.0 0.0 0.0
Br 0.9315 -0.2325 -6.8970 0.0 0.0 0.0
C 0.9530 0.0692 -5.0241 0.0 0.0 0.0
C -0.2426 0.2195 -4.3434 0.0 0.0 0.1
C -0.2206 0.3843 -2.9624 0.1 0.1 -0.1
C 0.9789 0.4143 -2.2419 0.1 0.0 -0.1
C 2.1661 0.2832 -2.9748 -0.1 0.1 -0.1
C 2.1622 0.1094 -4.3540 0.0 0.1 0.1
H -1.1824 0.2032 -4.8807 0.0 0.0 0.0
H -1.1661 0.4865 -2.4428 0.0 0.0 0.0
H 3.1231 0.3059 -2.4680 0.0 -0.1 0.0
H 3.0927 0.0051 -4.8968 0.0 0.0 0.0
```
Forces are in eV/Å.

---

Here is a molecular structure, C31H31Br4N6O6SSe4TeY from the OMol25 dataset. Energies are from ωB97M-V/def2-TZVPD.

Properties
2S+1: 1
LUMO, eV: 3.75
Net charge: -2
HOMO-LUMO gap, Eh: 0.201
Energy relative to the best compared isomer or geometry (same formula, charge and spin), kcal/mol: 1.2

Geometry as XYZ:
```
85
Properties=species:S:1:pos:R:3:forces:R:3
Y -0.1499 -0.0600 1.7916 0.6 0.0 0.2
C 3.4813 5.6244 -2.2768 2.2 -2.5 0.8
C 2.2765 4.9158 -1.6851 0.3 2.6 0.6
C 1.6639 5.4639 -0.5373 -1.3 -1.1 0.0
C 0.5245 4.9017 0.0353 1.1 -0.9 -1.2
C 0.1498 3.6781 -0.5220 -1.3 0.0 0.9
C 0.6689 3.1841 -1.6683 0.7 -0.6 0.2
C 1.7343 3.8492 -2.2930 -1.0 -1.4 0.2
S -1.0868 2.6907 0.3656 1.5 -0.9 -0.5
O -2.2765 3.4655 0.3331 -1.7 1.1 0.0
O -0.5248 2.4237 1.6762 0.5 0.3 0.3
N -1.2348 1.2263 -0.2396 0.2 0.6 -0.3
C -2.1665 0.9380 -1.2280 0.0 -1.0 0.3
C -2.6979 1.7479 -2.1970 0.7 1.5 -0.2
C -3.6490 1.3387 -3.1312 -1.6 -1.4 0.4
C -4.1035 0.0409 -3.1160 -0.4 -1.3 -0.2
C -3.6115 -0.9416 -2.1471 1.1 4.0 0.0
C -4.1320 -2.1913 -1.9285 -0.6 0.1 -0.8
C -3.7905 -2.9255 -0.8615 -0.1 -1.2 0.3
C -2.8673 -2.3823 0.0212 0.6 -0.2 1.9
N -2.3520 -1.1759 -0.0888 -0.1 0.2 -0.4
C -2.6779 -0.4191 -1.1722 -0.7 -1.1 -0.1
H 3.8550 5.0461 -3.1891 -0.5 1.0 1.1
H 4.3339 5.6151 -1.5056 -1.0 -0.3 -1.0
H 3.4070 6.6572 -2.4706 -0.7 1.2 -0.6
H 2.0775 6.3054 -0.0814 0.7 1.4 0.6
H -0.0270 5.2115 0.8941 0.2 0.7 0.6
H 0.3568 2.1653 -1.7982 0.1 -0.4 -1.2
H 2.2203 3.4737 -3.1534 0.2 -0.6 -0.9
H -2.4221 2.7956 -2.2887 0.3 -0.1 0.4
H -4.2504 2.0793 -3.6736 0.7 -0.2 -0.2
H -4.9235 -0.2837 -3.7926 0.6 0.3 0.4
H -4.8710 -2.5302 -2.6006 -0.8 -0.5 -0.8
H -4.2659 -3.9035 -0.7396 0.4 0.3 0.3
H -2.5820 -2.9489 0.9422 -0.2 0.5 -0.9
Se 0.5286 0.9997 4.7828 0.0 -0.7 0.2
Se 2.0968 2.6962 4.6636 0.2 0.2 -0.3
Te 3.7459 1.6923 3.0425 -0.2 -0.1 -0.7
Se 2.5447 1.4359 0.7799 0.1 -0.1 0.9
Br 0.3640 -7.0637 0.2303 0.0 0.1 0.5
C 0.1301 -5.4678 1.2821 0.4 -0.5 -1.5
C -0.4029 -5.5048 2.5372 -0.6 0.3 0.1
Br -0.8721 -7.1658 3.3376 0.2 0.1 0.0
C -0.8138 -4.2931 3.1351 0.7 1.3 -0.9
Br -1.5934 -4.2854 4.8361 -0.1 0.2 0.4
C -0.5945 -3.0162 2.4897 -0.2 -2.2 0.3
O -0.9318 -1.8967 3.0060 0.2 0.3 -0.5
C 0.0039 -3.0672 1.1413 -0.2 3.8 1.1
O 0.1922 -1.8688 0.5754 -0.2 -1.6 0.2
C 0.3356 -4.2438 0.5946 0.2 -1.7 -1.2
Br 0.8611 -4.1704 -1.2820 -0.1 -0.2 1.0
C 4.5300 -0.5512 -2.5974 0.3 0.3 -1.7
N 3.0872 -0.6142 -2.7811 1.2 0.7 -0.1
C 2.2076 -0.8183 -1.7891 -3.3 -0.7 -0.3
C 0.9457 -0.9343 -2.3596 3.3 0.5 0.6
N 1.1715 -0.7168 -3.6856 -0.5 -0.1 -2.0
C 0.2074 -0.9835 -4.7196 -2.1 0.2 2.3
C 2.4709 -0.4587 -3.9901 -0.1 -0.6 2.1
Se 3.3553 0.0442 -5.5015 -0.2 0.1 -1.0
H 4.9132 -0.8941 -3.6207 0.0 0.6 1.6
H 4.8493 -1.2187 -1.8010 -0.2 0.0 0.0
H 4.8479 0.4919 -2.3776 -0.1 -0.7 -0.2
H 2.3788 -0.8900 -0.7540 0.8 -0.2 0.9
H 0.0516 -1.2851 -1.9319 -0.9 -0.1 0.3
H 0.6583 -1.1446 -5.5989 2.1 -0.3 -3.2
H -0.4987 -0.1775 -4.8767 -0.2 0.3 0.3
H -0.3333 -1.9134 -4.5424 -0.1 0.1 0.6
C 3.0975 -3.4730 2.9528 0.6 0.0 0.4
C 2.1794 -2.3890 3.4233 -0.6 0.3 -0.6
N 1.7544 -2.3296 4.6793 -0.4 0.5 0.4
O 1.8459 -1.5265 2.6272 -0.1 0.9 -0.6
H 4.0186 -3.2211 3.5058 0.1 -0.5 -0.3
H 3.2754 -3.2214 1.8846 -0.2 -0.8 0.7
H 2.7845 -4.5238 3.2111 0.2 1.1 -0.5
H 2.0680 -2.9504 5.3684 0.4 -0.9 0.8
H 1.2841 -1.4830 4.9909 0.0 0.0 -0.2
C -4.1892 1.7782 2.7179 -0.1 0.8 0.7
C -2.7621 1.5512 3.1974 1.1 1.5 1.2
N -2.1810 2.4220 4.1015 -2.1 -1.6 -1.6
O -2.1115 0.6238 2.7325 -0.7 -0.7 0.1
H -4.8955 2.0210 3.5580 0.7 -0.3 -0.6
H -4.4992 0.8529 2.2225 0.0 0.4 -0.1
H -4.1853 2.6711 2.0473 0.0 -0.9 0.2
H -2.6805 3.2527 4.2828 -0.4 0.7 0.5
H -1.3274 2.1533 4.5979 0.4 0.1 -0.4
```
Forces are in eV/Å.

---

Here is 7 unconnected molecules or ions with the total composition C31H31Cl3N6 from the OMol25 dataset. Energies are from ωB97M-V/def2-TZVPD.

Properties
2S+1: 1
LUMO, eV: 0.13
Net charge: 0
HOMO-LUMO gap, Eh: 0.343
SMILES: ClC(Cl)Cl.c1ccncc1.c1ccncc1.c1ccncc1.c1ccncc1.c1ccncc1.c1ccncc1
Energy relative to the best compared isomer or geometry (same formula, charge and spin), kcal/mol: 39.6

Geometry as XYZ:
```
71
Properties=species:S:1:pos:R:3:forces:R:3
Cl 0.1321 -1.2696 -0.3409 -0.5 -0.1 -0.2
C 0.7275 -0.8351 1.2281 0.8 -0.4 0.8
Cl -0.4538 0.0153 2.2601 0.4 0.5 -0.6
Cl 2.3493 -0.0659 0.9711 -0.9 0.0 0.6
H 0.8836 -1.7176 1.8486 0.4 0.0 -0.6
C 4.2489 1.9700 -3.1294 -2.8 0.0 -1.0
C 5.2938 1.5724 -3.9110 0.2 -0.7 -1.6
C 5.0897 1.2488 -5.2851 -1.3 -0.7 1.0
N 3.8741 1.1710 -5.8929 1.2 1.4 1.6
C 2.8369 1.6525 -5.1541 1.5 0.3 1.3
C 2.9478 2.0683 -3.7662 1.6 -1.2 -1.7
H 4.3498 2.1141 -2.0638 0.0 0.2 0.0
H 6.2598 1.3297 -3.4935 0.2 0.4 0.0
H 5.9457 0.8656 -5.8206 0.0 0.0 -0.4
H 1.9519 1.7148 -5.7700 -0.6 0.0 0.6
H 2.0468 2.3048 -3.2197 0.1 0.3 0.0
C -4.7290 3.5072 6.1805 0.0 -0.3 -0.8
C -5.9140 4.2282 6.0221 0.5 -0.2 -2.6
C -6.3284 4.4863 4.6548 1.7 -1.1 1.6
N -5.6079 4.0746 3.5758 -0.3 1.0 0.8
C -4.4071 3.5184 3.7666 -0.1 -0.6 2.4
C -3.9371 3.1516 5.0634 -1.5 0.8 -0.4
H -4.4919 3.1663 7.1775 0.4 0.1 0.1
H -6.4677 4.5355 6.8970 -0.3 0.1 -0.2
H -7.2545 5.0220 4.5068 -0.1 -0.1 -0.4
H -3.7570 3.2807 2.9375 -0.3 0.0 -0.5
H -3.0303 2.5733 5.1623 0.1 0.1 0.1
C 3.3374 -3.6418 -4.1279 -0.3 -1.2 0.7
C 4.1976 -3.8670 -5.1644 1.3 0.4 -1.2
C 4.4279 -5.1531 -5.6773 -2.2 0.1 1.7
N 3.8072 -6.1727 -5.0734 1.1 -1.6 0.6
C 3.1744 -6.0403 -3.8891 -1.0 2.2 -1.3
C 2.7898 -4.7674 -3.4853 0.7 1.0 0.2
H 3.1534 -2.6506 -3.7406 -0.1 0.1 -0.2
H 4.7380 -3.0368 -5.5946 -0.1 0.2 -0.2
H 4.9600 -5.3631 -6.5933 0.1 0.1 0.0
H 2.7341 -6.8310 -3.2998 0.4 -0.8 -0.6
H 2.1593 -4.5707 -2.6308 -0.1 -0.4 0.2
C -0.7784 6.4747 0.4544 0.5 0.2 -0.7
C 0.0826 7.5961 0.4795 -0.3 -0.5 -0.1
C 1.4240 7.4046 0.2117 0.4 -0.2 0.6
N 1.9800 6.2106 0.0093 -0.1 0.3 -0.4
C 1.1612 5.1874 -0.0198 -0.8 -1.1 -0.2
C -0.2331 5.2300 0.1695 1.0 0.8 0.5
H -1.8552 6.5412 0.5047 -0.1 0.3 0.5
H -0.2198 8.6082 0.7045 -0.4 -0.1 -0.1
H 2.1614 8.1935 0.2246 -0.3 0.5 0.0
H 1.6258 4.2401 -0.2500 0.1 -0.3 0.1
H -0.8136 4.3204 0.2151 -0.1 0.0 -0.3
C 2.6191 -5.8008 4.6719 1.2 -0.4 -0.2
C 3.0401 -4.4838 4.4929 -0.8 -0.8 -0.9
C 3.8247 -4.2283 3.3669 0.2 -1.0 -1.6
N 4.2736 -5.1696 2.4507 -0.8 0.1 2.0
C 3.9894 -6.4573 2.7681 0.3 1.5 0.9
C 3.1992 -6.7815 3.8658 -0.2 -0.1 0.2
H 1.9723 -6.1158 5.4774 -0.1 0.2 0.1
H 2.5752 -3.7279 5.1084 0.5 0.4 0.0
H 4.0597 -3.2183 3.0653 0.1 0.2 0.2
H 4.4992 -7.2527 2.2449 -0.1 0.1 -0.5
H 3.0915 -7.8226 4.1321 -0.3 -0.1 -0.2
C -7.2915 -0.8720 0.1448 1.6 -0.1 -0.6
C -7.8815 -1.6436 -0.8456 0.2 -0.1 1.1
C -7.2236 -1.8257 -2.0380 1.4 0.2 -0.5
N -5.9774 -1.3550 -2.3130 -0.2 -0.3 1.9
C -5.3176 -0.7478 -1.2713 -1.9 0.1 -0.9
C -5.9659 -0.3970 -0.0727 -1.4 -0.5 -0.4
H -7.7599 -0.7764 1.1133 -0.1 0.3 0.0
H -8.7654 -2.2131 -0.5992 -0.3 0.2 -0.3
H -7.6732 -2.4685 -2.7803 0.0 0.2 -0.4
H -4.2897 -0.5049 -1.4965 0.1 0.2 0.2
H -5.5711 0.2668 0.6822 0.6 -0.2 0.0
```
Forces are in eV/Å.

---

Max |F| per entry: 0.026, 0.080, 0.059 hartree/bohr